No. 1
2 unconnected molecules or ions with the total composition ClH3NPS. Source: the Open Molecules 2025 dataset; level of theory: wB97M-V/def2-TZVPD.

Atoms and positions in Å:
H1 -0.727 0.310 -1.174
N1 -0.845 -0.548 -0.668
P1 -2.268 -1.086 -0.725
H2 -1.814 -2.341 -0.140
S1 1.407 1.821 0.766
Cl1 3.410 1.040 0.774
H3 0.838 0.804 1.167

As for the net charge: 0. For the frontier orbital gap, the calculation gives 8.8 eV. The calculation puts the LUMO energy at -0.027 hartree. Its molar mass is 115.52 g mol⁻¹. The structure (SMILES) is [H]/N=P/[H].SCl.


No. 2
A molecular structure, ClH4NTi. Source: the Open Molecules 2025 dataset; level of theory: wB97M-V/def2-TZVPD.

Atoms and positions in Å:
Ti1 0.380 -1.374 0.550
N1 -0.452 0.394 -0.099
H1 -0.752 -0.452 -0.562
H2 -0.485 0.199 0.892
H3 -1.053 1.169 -0.341
H4 0.539 0.446 -0.286
Cl1 1.824 -0.383 -0.154

As for the net charge: +1. Its spin multiplicity is 4. For the frontier orbital gap (alpha / beta), the calculation gives 7.6 / 11.5 eV. Its expectation value of S² is 3.754. The calculation puts the LUMO energy (alpha / beta) at -0.163 / -0.190 hartree. Its molar mass is 101.36 g mol⁻¹.


| no. | DFT total energy (eV) |
| --- | --- |
| 1 | -34183.0617 |
| 2 | -37179.1758 |